a | A 2-piece molecular cluster, C12H17P overall. Source: the Open Molecules 2025 dataset; level of theory: ωB97M-V/def2-TZVPD.

Element x y z (Å)
C: -2.56876 -0.07929 4.43562
C: -1.42220 -0.77982 4.86871
C: -2.69417 0.13784 3.05052
C: -0.33535 -1.05341 3.96997
C: -1.71843 -0.23532 2.18417
C: -0.56232 -0.80968 2.67141
C: 2.53375 0.32984 -1.02210
C: 0.61824 -1.41747 -1.51628
C: 1.63375 0.67062 -2.19973
C: 0.28491 -0.01706 -2.07773
C: 1.55173 2.19748 -2.50284
C: -0.37848 0.00336 -3.39958
P: 1.69996 -0.92395 -0.12106
H: -3.41713 0.21347 4.95223
H: -1.15485 -1.09336 5.83416
H: -3.69648 0.60429 2.75086
H: 0.64381 -1.51520 4.29458
H: -1.98512 0.00743 1.19692
H: 3.06548 1.05713 -0.45908
H: -0.29546 -1.84395 -1.29942
H: 1.25206 -2.11934 -2.11557
H: 2.08021 0.44274 -3.20355
H: -0.38113 0.67005 -1.29734
H: 1.33907 2.61681 -1.51810
H: 0.69961 2.47684 -3.28727
H: 2.39060 2.70866 -2.85280
H: 0.40219 -0.36996 -4.10606
H: -0.89144 0.88629 -3.77913
H: -1.22900 -0.85533 -3.43988
H: 2.53496 -1.90972 -0.01165

Values from the calculation:
**LUMO level (alpha / beta)**: 0.1 / 0.1 eV
**HOMO energy (alpha / beta)**: -8.39 / -7.27 eV
**Orbital gap (alpha / beta)**: 8.46 / 7.35 eV

Let us look at the Mulliken charges, expressed in e, one per atom: atom 1 (C): -0.508, atom 2 (C): -0.455, atom 3 (C): -0.329, atom 4 (C): -0.438, atom 5 (C): -0.152, atom 6 (C): 0.135, atom 7 (C): -0.815, atom 8 (C): -0.930, atom 9 (C): 0.511, atom 10 (C): 0.698, atom 11 (C): -1.518, atom 12 (C): -1.471, atom 13 (P): -0.015, atom 14 (H): 0.415, atom 15 (H): 0.359, atom 16 (H): 0.235, atom 17 (H): 0.324, atom 18 (H): 0.388, atom 19 (H): 0.396, atom 20 (H): 0.505, atom 21 (H): 0.397, atom 22 (H): 0.215, atom 23 (H): 0.027, atom 24 (H): 0.394, atom 25 (H): 0.207, atom 26 (H): 0.421, atom 27 (H): 0.349, atom 28 (H): 0.372, atom 29 (H): 0.290, atom 30 (H): -0.007

b | C12H17P as an isolated structure. Source: the Open Molecules 2025 dataset; level of theory: ωB97M-V/def2-TZVPD.

Element x y z (Å)
C: -2.91503 -2.42081 -1.16265
C: -1.61302 -2.21507 -1.58783
C: -3.22121 -1.96256 0.11117
C: -0.58557 -1.58775 -0.90453
C: -2.27504 -1.23367 0.79598
C: -0.97964 -0.96196 0.32196
C: 2.56182 -0.09896 0.01427
C: 1.56928 0.79557 -0.66453
C: 1.99037 -0.93751 1.15250
C: 0.62463 1.52758 0.26951
C: -0.55677 2.18327 -0.39673
C: 1.27650 2.55472 1.19129
P: -0.06443 0.12543 1.48442
H: -3.65693 -2.97344 -1.79663
H: -1.42731 -2.57494 -2.58322
H: -4.15120 -2.25500 0.54583
H: 0.38785 -1.45298 -1.38461
H: -2.45167 -0.99810 1.82028
H: 2.99799 -0.71842 -0.82555
H: 3.45969 0.43073 0.33204
H: 2.08324 1.60728 -1.13205
H: 0.91468 0.25307 -1.33963
H: 1.70973 -2.05342 0.82536
H: 2.34215 -0.85627 2.29410
H: -1.40620 2.07530 0.19115
H: -0.75385 1.87516 -1.36273
H: -0.10399 3.30242 -0.54263
H: 1.67419 3.44672 0.57256
H: 2.03981 1.99655 1.83762
H: 0.52997 3.12707 1.92325

Values from the calculation:
**LUMO level**: 0.6 eV
**HOMO energy**: -8.44 eV
**Orbital gap**: 9.03 eV

Let us look at the Mulliken charges, expressed in e, one per atom: atom 1 (C): -0.558, atom 2 (C): -0.630, atom 3 (C): -0.453, atom 4 (C): -0.178, atom 5 (C): -0.681, atom 6 (C): 0.896, atom 7 (C): -0.581, atom 8 (C): -1.211, atom 9 (C): -0.817, atom 10 (C): 1.400, atom 11 (C): -1.790, atom 12 (C): -1.423, atom 13 (P): -0.098, atom 14 (H): 0.325, atom 15 (H): 0.336, atom 16 (H): 0.412, atom 17 (H): 0.411, atom 18 (H): 0.312, atom 19 (H): 0.352, atom 20 (H): 0.387, atom 21 (H): 0.449, atom 22 (H): 0.284, atom 23 (H): 0.248, atom 24 (H): 0.354, atom 25 (H): 0.447, atom 26 (H): 0.426, atom 27 (H): 0.315, atom 28 (H): 0.376, atom 29 (H): 0.372, atom 30 (H): 0.319

It is b that is the most stable of them.